{
  "formula": "C2H16O6",
  "method": "the ωB97M-V functional and the def2-TZVPD basis",
  "smiles": "C=C.O.O.O.O.O.O",
  "total_energy_ev": -14617.4034,
  "e_above_lowest_ev": 1.7824,
  "homo_energy_ev": -9.96,
  "lumo_ev": 0.44,
  "elements": ["C", "C", "H", "H", "H", "H", "O", "H", "H", "O", "H", "H", "O", "H", "H", "O", "H", "H", "O", "H", "H", "O", "H", "H"],
  "coordinates": [[3.44507, -0.06049, -0.15737], [2.86737, 0.43074, 0.93147], [4.57679, -0.16565, -0.32836], [2.87934, -0.38877, -1.01999], [3.38983, 0.52687, 1.91075], [2.00457, 0.91613, 0.75269], [-3.37045, 0.78532, 0.55861], [-4.02236, 1.56076, 0.48342], [-3.01018, 0.54325, -0.37838], [0.33989, 0.86249, -1.17024], [1.18369, 1.16963, -1.48894], [0.50241, -0.14644, -1.22086], [-0.98419, -1.66624, 1.54404], [-1.84023, -1.19417, 1.61123], [-0.41031, -1.20956, 2.21141], [-2.48548, -0.25500, -2.06487], [-1.77857, -0.86412, -1.85187], [-3.26332, -0.85551, -2.17074], [-0.05706, 1.84458, 1.62575], [-0.97091, 2.19143, 1.60825], [0.06132, 1.76834, 0.67167], [0.19962, -1.94392, -1.07729], [-0.31450, -1.62174, -0.32035], [1.05764, -2.22795, -0.66004]],
  "forces_ev_per_angstrom": [[2.42, -0.55, -0.45], [3.56, -0.83, 0.63], [-1.77, -0.53, 0.86], [-0.20, 0.73, -0.31], [-0.33, 0.34, -1.06], [-3.53, 0.72, 0.38], [-0.45, 0.95, -1.77], [1.64, -1.90, -0.21], [-1.02, 0.91, 1.90], [0.27, -2.09, 0.00], [0.44, 0.62, -0.27], [-0.70, 1.76, 0.12], [0.08, 0.91, 0.80], [0.59, -0.20, -0.05], [-0.75, -0.44, -0.95], [-1.42, -0.63, 0.08], [0.55, -0.15, -0.08], [0.83, 0.75, 0.02], [-1.05, 0.51, -0.19], [0.46, -0.28, 0.53], [0.42, -0.45, -0.36], [1.34, -0.04, 0.37], [-0.07, -0.39, 0.63], [-1.30, 0.28, -0.59]]
}

{
  "formula": "C35H73AlClO16S8",
  "method": "the ωB97M-V functional and the def2-TZVPD basis",
  "total_energy_ev": -176041.7678,
  "charge": -1,
  "homo_energy_ev": -4.97,
  "lumo_ev": 1.19,
  "elements": ["C", "C", "C", "Al", "Cl", "H", "H", "H", "H", "H", "H", "H", "H", "H", "C", "C", "C", "S", "O", "O", "C", "H", "H", "H", "H", "H", "H", "H", "H", "C", "C", "C", "S", "O", "O", "C", "H", "H", "H", "H", "H", "H", "H", "H", "C", "C", "C", "S", "O", "O", "C", "H", "H", "H", "H", "H", "H", "H", "H", "C", "C", "C", "S", "O", "O", "C", "H", "H", "H", "H", "H", "H", "H", "H", "C", "C", "C", "S", "O", "O", "C", "H", "H", "H", "H", "H", "H", "H", "H", "C", "C", "C", "S", "O", "O", "C", "H", "H", "H", "H", "H", "H", "H", "H", "C", "C", "C", "S", "O", "O", "C", "H", "H", "H", "H", "H", "H", "H", "H", "C", "C", "C", "S", "O", "O", "C", "H", "H", "H", "H", "H", "H", "H", "H"],
  "coordinates": [[7.76002, -0.16875, 2.56199], [6.83781, 1.04759, 2.39854], [5.74382, 1.18110, 3.48652], [3.85135, 0.74278, 2.97855], [3.76264, 0.09358, 0.81256], [7.40644, -1.03406, 2.00104], [7.81524, -0.46778, 3.61204], [8.77962, 0.01822, 2.21775], [7.45419, 1.95050, 2.35374], [6.37222, 0.95656, 1.41209], [6.04123, 0.56279, 4.33908], [5.76832, 2.21100, 3.85544], [3.30136, -0.52644, 3.84556], [2.89937, 2.03020, 3.13883], [5.57355, -3.09406, 0.89066], [5.42784, -3.94872, -0.37443], [6.83831, -4.33757, -0.82906], [7.84413, -4.36672, 0.66981], [8.86908, -3.35449, 0.56927], [8.26364, -5.71956, 0.97349], [6.55932, -3.83676, 1.78451], [4.62088, -2.93778, 1.39233], [5.95831, -2.10516, 0.63735], [4.85467, -4.85008, -0.14591], [4.89936, -3.40850, -1.15879], [6.90719, -5.32082, -1.28850], [7.28847, -3.58969, -1.47933], [7.01114, -3.22747, 2.56381], [6.12895, -4.73391, 2.22613], [1.37855, 3.26896, -2.04180], [0.64049, 1.95245, -1.76035], [0.54708, 1.79521, -0.24207], [0.53335, 3.46728, 0.42892], [1.73724, 3.62594, 1.19426], [-0.75272, 3.78839, 1.00597], [0.72305, 4.31348, -1.14602], [1.30531, 3.55399, -3.09118], [2.43484, 3.17346, -1.78077], [-0.35494, 2.00854, -2.19897], [1.16245, 1.10356, -2.20232], [-0.36121, 1.29982, 0.09365], [1.42390, 1.31491, 0.19531], [1.32248, 5.20429, -0.97101], [-0.27118, 4.58757, -1.49897], [4.52124, 6.50933, 5.94474], [4.34363, 5.72605, 4.63658], [5.74147, 5.37265, 4.11993], [6.79747, 5.24971, 5.57460], [7.79477, 6.29490, 5.51970], [7.20155, 3.89175, 5.81804], [5.53699, 5.72475, 6.76464], [3.57924, 6.61988, 6.48105], [4.91038, 7.50931, 5.73785], [3.78217, 4.80822, 4.81771], [3.79327, 6.29871, 3.89209], [5.75895, 4.42203, 3.59048], [6.16679, 6.15529, 3.49452], [6.02349, 6.28613, 7.55898], [5.11327, 4.79942, 7.15415], [-5.23165, 4.03422, -3.99284], [-5.23382, 2.96544, -5.09576], [-3.79288, 2.79638, -5.58164], [-2.75109, 3.21627, -4.17676], [-1.96154, 4.38671, -4.48756], [-2.06268, 2.03693, -3.70312], [-4.07885, 3.66715, -3.06660], [-6.17653, 4.02983, -3.45752], [-5.06648, 5.02425, -4.42485], [-5.58578, 2.02181, -4.67487], [-5.89677, 3.23031, -5.91830], [-3.53693, 1.77268, -5.82862], [-3.52667, 3.48601, -6.38055], [-3.72156, 4.46824, -2.42326], [-4.31606, 2.78434, -2.47311], [-1.02112, -2.62199, -4.18517], [-0.59832, -2.26649, -5.61775], [-1.87251, -2.17899, -6.46480], [-3.18660, -1.69445, -5.32582], [-4.15835, -2.75802, -5.25111], [-3.62609, -0.35232, -5.60902], [-2.17849, -1.69125, -3.84761], [-0.20185, -2.50013, -3.47878], [-1.35400, -3.66119, -4.13786], [-0.09006, -1.30089, -5.61620], [0.09100, -3.00168, -6.03038], [-1.82870, -1.42967, -7.25118], [-2.16822, -3.13935, -6.88284], [-2.80413, -2.01329, -3.01845], [-1.85694, -0.66027, -3.69051], [-9.20800, 0.54600, -0.36590], [-9.54751, 1.91178, 0.24486], [-8.47387, 2.90249, -0.21886], [-7.90831, 2.29721, -1.82130], [-6.51659, 1.92816, -1.72905], [-8.32977, 3.19634, -2.86939], [-8.90988, 0.81416, -1.83603], [-10.03628, -0.15128, -0.28366], [-8.32848, 0.12291, 0.12295], [-10.52841, 2.23331, -0.11000], [-9.58813, 1.86608, 1.33186], [-8.83929, 3.91515, -0.36930], [-7.60182, 2.91414, 0.43242], [-8.33960, 0.03568, -2.33915], [-9.81716, 1.04917, -2.39318], [-13.55353, -2.72405, -3.46088], [-12.16516, -3.04082, -4.03409], [-11.13703, -2.28476, -3.18771], [-11.87242, -2.11776, -1.54797], [-12.12648, -0.71700, -1.29661], [-11.13556, -2.88795, -0.58258], [-13.43485, -2.89873, -1.95166], [-14.32076, -3.37720, -3.87372], [-13.83026, -1.69352, -3.69214], [-11.97939, -4.11421, -3.96800], [-12.08455, -2.75684, -5.08193], [-10.19112, -2.80788, -3.07104], [-10.95982, -1.27381, -3.55018], [-14.20912, -2.40587, -1.36890], [-13.35478, -3.94715, -1.66443], [10.01250, -4.94225, 5.32781], [9.70191, -5.62342, 6.66874], [8.19083, -5.86451, 6.71646], [7.66149, -6.04098, 4.99727], [6.78853, -4.93718, 4.68496], [7.22549, -7.39067, 4.74514], [9.26811, -5.73854, 4.26472], [11.08186, -4.91922, 5.12278], [9.65202, -3.91163, 5.33545], [10.23118, -6.57704, 6.72426], [10.02457, -5.01679, 7.51399], [7.89888, -6.76928, 7.24356], [7.64573, -5.01051, 7.11382], [9.11602, -5.22643, 3.31820], [9.72008, -6.71276, 4.07870]],
  "forces_ev_per_angstrom": [[0.01, -0.06, 0.17], [-0.04, -0.10, -0.22], [0.29, -0.08, -0.42], [-0.07, -0.08, 0.49], [0.01, -0.02, -0.14], [-0.09, -0.01, 0.01], [0.09, 0.02, 0.02], [-0.02, 0.05, -0.05], [0.04, 0.02, 0.10], [0.05, 0.16, -0.04], [-0.07, 0.03, 0.12], [-0.11, -0.01, 0.12], [0.00, 0.00, -0.14], [-0.02, -0.04, 0.00], [0.02, 0.00, -0.01], [-0.01, -0.01, -0.01], [-0.01, -0.02, 0.02], [0.12, -0.04, -0.03], [-0.03, 0.06, -0.01], [-0.08, -0.04, 0.02], [-0.09, 0.10, -0.02], [0.01, 0.03, 0.01], [-0.02, 0.01, 0.00], [0.00, 0.00, 0.01], [-0.01, 0.00, 0.00], [0.01, 0.00, -0.01], [0.01, 0.02, 0.03], [0.00, -0.02, 0.01], [0.00, 0.01, 0.02], [0.04, 0.01, 0.01], [0.03, 0.04, 0.03], [-0.09, 0.04, 0.06], [-0.01, -0.41, -0.20], [0.04, 0.50, 0.10], [-0.01, 0.08, 0.01], [0.02, -0.02, 0.01], [0.00, -0.01, -0.01], [0.00, -0.01, 0.00], [0.02, -0.05, 0.00], [0.00, -0.01, 0.00], [0.00, -0.02, 0.00], [0.00, 0.01, -0.03], [-0.01, 0.00, 0.02], [-0.01, -0.02, -0.01], [0.01, 0.00, -0.02], [0.03, 0.00, 0.01], [-0.10, -0.08, -0.11], [-0.14, -0.03, 0.05], [-0.02, 0.04, -0.01], [0.10, 0.00, -0.01], [-0.02, 0.00, -0.03], [-0.01, 0.00, -0.01], [0.00, 0.00, 0.00], [0.00, 0.00, 0.01], [-0.02, -0.02, -0.01], [0.09, -0.02, 0.03], [0.04, 0.02, 0.04], [0.02, -0.01, 0.00], [0.01, 0.00, 0.00], [0.06, -0.05, -0.06], [0.05, -0.02, 0.06], [0.06, 0.03, 0.12], [0.03, 0.06, -0.03], [-0.04, 0.05, -0.01], [-0.05, -0.09, 0.02], [0.01, -0.05, 0.04], [0.00, 0.11, -0.01], [-0.02, 0.01, 0.02], [0.00, 0.00, 0.00], [-0.01, 0.01, 0.00], [-0.04, -0.02, -0.20], [0.01, 0.00, 0.01], [0.02, 0.01, -0.01], [-0.01, 0.02, 0.00], [-0.01, -0.02, 0.00], [-0.01, 0.02, 0.00], [0.00, 0.03, 0.02], [0.20, 0.00, 0.22], [-0.03, -0.05, -0.04], [-0.20, 0.03, -0.21], [-0.01, 0.03, 0.02], [0.01, 0.00, -0.01], [0.00, -0.01, 0.00], [-0.01, 0.01, 0.01], [0.01, 0.01, 0.00], [0.00, -0.01, -0.01], [-0.01, -0.02, 0.03], [-0.01, -0.02, -0.01], [0.01, 0.02, -0.02], [0.04, 0.04, -0.08], [0.02, 0.01, -0.01], [-0.02, -0.02, -0.02], [-0.14, -0.01, 0.05], [0.02, 0.00, 0.01], [-0.02, 0.01, -0.02], [0.05, -0.02, 0.01], [0.03, -0.01, 0.16], [-0.01, -0.04, -0.01], [0.00, -0.01, -0.01], [-0.01, 0.01, 0.00], [0.02, 0.01, 0.02], [0.02, -0.03, -0.02], [0.01, 0.01, -0.01], [-0.01, -0.01, 0.01], [0.00, 0.02, 0.00], [0.01, 0.01, 0.01], [0.01, -0.05, 0.03], [-0.09, 0.10, -0.14], [0.02, -0.01, -0.03], [0.00, -0.03, 0.05], [0.03, -0.05, 0.01], [0.00, 0.00, -0.01], [0.00, 0.00, 0.00], [0.00, 0.00, 0.01], [-0.01, -0.02, -0.01], [0.01, 0.01, -0.01], [-0.03, 0.01, 0.01], [0.01, 0.01, 0.01], [0.00, 0.00, 0.00], [-0.01, 0.01, 0.00], [-0.02, 0.01, 0.00], [0.03, -0.03, -0.02], [0.03, 0.06, 0.05], [-0.01, -0.04, 0.01], [0.01, -0.05, 0.01], [-0.02, -0.02, -0.01], [0.00, 0.01, 0.01], [0.00, 0.00, 0.00], [0.00, -0.01, -0.02], [0.01, -0.01, 0.00], [0.00, 0.00, 0.01], [0.00, 0.02, -0.03], [-0.01, -0.02, -0.03], [0.01, 0.00, 0.02]]
}

{
  "formula": "C20H43N2O6PS2",
  "method": "the ωB97M-V functional and the def2-TZVPD basis",
  "total_energy_ev": -67656.2597,
  "homo_energy_ev": -7.25,
  "lumo_ev": -0.70,
  "elements": ["C", "C", "O", "N", "C", "C", "O", "S", "O", "O", "N", "S", "O", "O", "H", "H", "H", "H", "H", "H", "H", "C", "C", "C", "C", "P", "C", "C", "C", "C", "C", "C", "C", "C", "C", "C", "C", "C", "H", "H", "H", "H", "H", "H", "H", "H", "H", "H", "H", "H", "H", "H", "H", "H", "H", "H", "H", "H", "H", "H", "H", "H", "H", "H", "H", "H", "H", "H", "H", "H", "H", "H", "H", "H"],
  "coordinates": [[-0.58792, 2.87398, -3.32343], [-2.03108, 2.38006, -3.77940], [-2.30275, 1.16452, -3.54258], [-3.03376, 3.18200, -4.47969], [-2.75477, 4.63855, -4.44327], [-2.53679, 5.52539, -3.14152], [-2.63900, 5.22078, -5.55653], [-4.66319, 2.78952, -4.02090], [-5.10454, 1.62216, -4.89486], [-4.82988, 2.38503, -2.57526], [-5.76652, 4.07293, -4.34185], [-6.93005, 4.16147, -3.06310], [-8.10221, 4.96229, -3.61251], [-6.27346, 4.88974, -1.89525], [0.05570, 3.30283, -4.17342], [-0.05127, 1.98437, -2.83103], [-0.69589, 3.66022, -2.49033], [-3.07410, 6.54267, -3.19450], [-2.77407, 4.96709, -2.16255], [-1.41341, 5.79203, -3.07791], [-7.36137, 2.88523, -2.65967], [4.07947, -3.05499, -1.46373], [2.58473, -2.77692, -1.54079], [2.22975, -1.30676, -1.32074], [2.30516, -0.81174, 0.12817], [0.95002, -1.18370, 1.22579], [-0.57219, -0.71276, 0.37115], [-0.71632, 0.66571, -0.27599], [-0.95067, 1.87116, 0.63844], [-2.05827, 1.69221, 1.66706], [1.01185, -0.14045, 2.66654], [2.18334, -0.14223, 3.64436], [2.25563, -1.28227, 4.65612], [0.93351, -1.65712, 5.31126], [0.65721, -2.91209, 1.55332], [1.54137, -3.84311, 2.38377], [3.04251, -3.85154, 2.08500], [3.49340, -5.09433, 1.32831], [4.50770, -2.74801, -0.50634], [4.26892, -4.12284, -1.59216], [4.61307, -2.52376, -2.25787], [2.05422, -3.41388, -0.83184], [2.23552, -3.07338, -2.53462], [1.22231, -1.13490, -1.71092], [2.89971, -0.69492, -1.93362], [2.34096, 0.28512, 0.08182], [3.25987, -1.09248, 0.57923], [-1.41187, -0.90245, 1.04641], [-0.68900, -1.44967, -0.43274], [-1.57083, 0.61175, -0.96073], [0.15731, 0.87422, -0.90106], [-1.20864, 2.72766, 0.00717], [-0.02216, 2.15808, 1.13880], [-3.02147, 1.52510, 1.17924], [-2.14327, 2.59054, 2.28333], [-1.86392, 0.85562, 2.34300], [0.06472, -0.21505, 3.20625], [1.02367, 0.87465, 2.26050], [2.12401, 0.78989, 4.22044], [3.12717, -0.09397, 3.09077], [2.96646, -1.00452, 5.44012], [2.69526, -2.15628, 4.17588], [0.54649, -0.83034, 5.91188], [1.07589, -2.51773, 5.96964], [0.17221, -1.93987, 4.58128], [0.48417, -3.39611, 0.58722], [-0.32659, -2.93861, 2.04093], [1.14435, -4.85915, 2.27891], [1.39168, -3.61188, 3.43895], [3.59342, -3.84010, 3.03063], [3.34597, -2.95427, 1.54823], [3.36651, -5.98785, 1.94545], [4.55196, -5.01765, 1.07140], [2.92403, -5.23488, 0.40591]],
  "forces_ev_per_angstrom": [[-0.12, 0.60, 0.32], [-0.82, -4.23, 0.53], [1.04, 4.24, -0.72], [1.96, 1.27, 2.28], [0.48, 3.56, -3.63], [0.65, -0.39, 0.74], [-0.39, -2.42, 4.18], [-7.15, -4.42, 0.56], [2.38, 3.31, 1.55], [1.83, 1.29, -2.30], [1.05, -1.75, 1.43], [0.89, 5.53, 0.42], [2.84, -3.06, 1.04], [-1.77, -2.63, -2.31], [-1.12, -0.58, 1.24], [-1.04, 1.22, -1.13], [0.13, -0.98, -1.42], [0.51, -1.97, -0.16], [-0.02, 0.88, -1.59], [-1.66, -0.50, -0.35], [0.54, 0.97, -0.53], [0.05, -0.07, -0.05], [0.16, 0.00, -0.17], [-0.46, -0.39, -0.27], [0.96, 0.56, -0.33], [-0.87, 0.25, -0.40], [-0.36, -0.24, -0.35], [-0.03, 0.49, -0.16], [0.08, 0.06, 0.11], [-0.02, 0.09, 0.02], [0.34, 0.80, 0.69], [0.41, -0.03, 0.44], [0.15, -0.29, -0.04], [0.09, -0.03, 0.09], [-0.45, -1.27, 0.18], [0.27, 0.13, 0.62], [0.16, -0.37, 0.19], [0.12, 0.02, -0.14], [0.03, -0.04, -0.01], [0.08, 0.10, 0.04], [-0.05, -0.03, 0.10], [-0.04, -0.03, 0.04], [-0.05, 0.06, 0.11], [0.06, 0.12, 0.01], [-0.06, 0.02, 0.16], [-0.16, -0.04, 0.23], [-0.07, -0.07, 0.10], [0.13, -0.03, 0.11], [0.05, -0.06, 0.11], [0.14, -0.14, -0.01], [-0.06, -0.07, -0.05], [0.06, -0.14, -0.03], [0.04, 0.04, 0.04], [0.05, -0.02, 0.04], [-0.07, -0.09, -0.06], [-0.04, 0.00, 0.02], [-0.05, -0.18, -0.17], [-0.26, -0.11, -0.30], [-0.09, -0.03, -0.26], [-0.03, 0.06, 0.05], [-0.02, 0.05, -0.11], [-0.03, -0.10, 0.00], [-0.07, -0.06, -0.05], [-0.05, 0.12, 0.01], [-0.04, 0.02, 0.02], [0.01, 0.34, -0.16], [-0.04, 0.25, -0.16], [-0.01, 0.16, -0.14], [-0.04, 0.09, -0.04], [-0.04, 0.13, -0.07], [0.01, 0.06, -0.06], [-0.05, 0.08, -0.07], [-0.07, -0.08, -0.05], [0.05, -0.02, 0.02]]
}

| no. | gap between HOMO and LUMO (Ha) |
| --- | --- |
| 1 | 0.3821 |
| 2 | 0.2262 |
| 3 | 0.2404 |